Here is 4 unconnected molecules or ions with the total composition C34H77F5NO14P5S3 at a distorted geometry from the OMol25 dataset. Energies are from ωB97M-V/def2-TZVPD.

Structure (XYZ):
```
139
Properties=species:S:1:pos:R:3:forces:R:3
C 3.117981 3.549972 3.389556 -0.188 0.723 -0.055
C 1.663897 3.577088 2.923660 0.245 -0.040 0.004
C 0.908932 2.260309 3.153481 -0.418 0.503 0.084
C -0.216715 2.030174 2.131206 -0.162 0.009 0.314
N -0.113950 0.759624 1.398047 0.620 0.659 0.118
C -1.185295 0.608874 0.409367 -0.538 -0.150 0.057
C -1.091197 1.559332 -0.787081 0.027 -0.080 -0.298
C -2.443147 2.143174 -1.188827 0.323 0.700 0.683
C -2.472988 2.811620 -2.572335 -0.513 -1.110 -0.817
P -0.823143 3.215702 -3.243938 0.735 2.157 0.977
P -0.667952 5.148385 -2.046315 -0.367 0.157 0.899
C 1.108121 5.151175 -1.556074 0.112 -0.200 -0.927
C -0.748723 6.484540 -3.317124 0.044 -0.179 -0.400
S -0.985280 1.248984 -4.586379 -1.802 -0.394 0.013
O -1.458108 0.091421 -3.834706 0.950 -0.248 0.224
O -1.921717 1.610007 -5.644428 0.700 0.470 -0.464
C 0.616341 0.778599 -5.439432 0.155 -0.904 -0.389
F 1.293172 1.880746 -5.809607 -0.152 0.221 0.339
F 0.326168 0.081853 -6.551726 -0.031 0.070 -0.013
C 1.531335 -0.119863 -4.567394 0.381 0.058 -0.039
F 1.107311 -1.385997 -4.581271 0.195 0.614 0.250
F 2.793507 -0.086396 -5.039928 -0.589 -0.069 0.255
F 1.550148 0.354161 -3.300133 -0.026 -0.223 -0.508
C 1.140585 0.504665 0.831487 0.361 -0.355 -0.550
S 2.157771 1.582559 0.136026 -0.029 0.124 0.069
S 1.524125 -1.197297 0.936767 -0.960 -0.427 0.053
C 2.233060 -1.634981 -0.660742 0.846 -0.143 -0.051
C 3.776346 -1.613777 -0.709306 -0.342 0.260 0.039
C 4.270852 -1.147357 -2.077746 -0.130 -0.369 0.267
H 3.611408 4.450391 3.015960 0.112 -0.016 0.007
H 3.179253 3.614990 4.475945 0.107 -0.384 0.051
H 3.666342 2.698359 2.990554 -0.052 -0.153 0.142
H 1.135296 4.370627 3.457333 0.020 0.062 0.013
H 1.641462 3.877338 1.874471 -0.052 -0.267 -0.114
H 0.425222 2.355855 4.126761 0.133 -0.252 0.137
H 1.580554 1.405689 3.228844 0.050 -0.023 -0.199
H -0.296534 2.906371 1.476561 0.123 -0.079 -0.180
H -1.166291 1.975533 2.666927 -0.090 -0.088 -0.095
H -2.128617 0.783061 0.931863 0.041 0.026 0.156
H -1.226851 -0.416687 0.044938 0.162 -0.097 0.120
H -0.630427 1.025916 -1.621269 -0.091 -0.107 0.004
H -0.427714 2.397630 -0.565397 0.076 -0.066 0.157
H -3.241609 1.411190 -1.081732 -0.019 -0.105 -0.366
H -2.654677 2.926229 -0.455555 -0.120 -0.047 0.070
H -3.033009 3.743875 -2.589898 0.115 0.130 0.144
H -2.982234 2.140982 -3.266651 0.104 0.003 -0.132
H -0.667124 3.911594 -4.455462 -0.211 -0.482 -0.288
H 0.372851 2.768965 -2.663734 -0.042 -0.459 -0.290
H 1.332247 4.239904 -0.999754 0.010 0.128 0.251
H 1.748708 5.160368 -2.444500 0.089 -0.028 0.044
H 1.346766 6.043374 -0.983274 -0.092 -0.067 0.238
H -1.566328 7.168330 -3.105662 -0.003 0.037 0.094
H 0.183545 7.046872 -3.351440 0.025 0.026 0.074
H -0.919655 6.090499 -4.324264 0.028 -0.027 -0.007
H 1.909224 -2.660190 -0.842362 -0.276 0.040 0.058
H 1.803652 -1.004864 -1.438447 -0.054 0.106 0.218
H 4.118500 -0.963317 0.094311 0.234 0.101 -0.132
H 4.154035 -2.611765 -0.487235 -0.012 -0.049 0.023
H 4.168532 -0.068695 -2.181436 0.064 0.038 -0.041
H 3.663945 -1.622950 -2.851554 0.106 0.008 -0.116
H 5.303230 -1.455151 -2.232085 0.092 0.200 -0.089
O 2.155309 -5.342566 1.594251 -2.166 1.381 0.932
P 1.337326 -6.556992 1.785104 3.788 -3.337 -2.123
O 2.105512 -7.499319 2.831081 -0.740 0.252 0.397
C 2.264949 -7.084007 4.192442 0.109 0.116 0.258
C 0.977976 -7.186698 4.987759 -0.109 0.007 -0.139
O 1.632863 -7.415132 0.434154 -0.664 0.092 0.085
C 2.170234 -6.808544 -0.740494 0.196 -0.012 -0.204
C 3.656111 -7.072477 -0.850806 0.076 -0.120 0.095
O -0.134164 -7.090638 1.998024 -0.492 1.574 0.520
C -1.113570 -7.069473 0.930846 -0.302 0.051 -0.063
C -1.344597 -8.476696 0.438065 0.160 -0.152 0.026
H 2.659753 -6.064606 4.219443 0.000 -0.009 -0.062
H 3.022246 -7.741167 4.617358 0.011 -0.050 -0.103
H 0.234675 -6.470498 4.632622 0.017 0.020 0.031
H 1.167540 -6.984254 6.042265 0.034 0.000 -0.005
H 0.545491 -8.182259 4.888197 0.041 -0.025 0.044
H 1.961504 -5.738594 -0.758842 0.036 0.011 0.146
H 1.645309 -7.257854 -1.587453 -0.032 -0.040 0.053
H 4.171778 -6.747500 0.052587 -0.041 0.124 -0.016
H 4.080057 -6.548452 -1.708856 -0.021 0.002 -0.005
H 3.843755 -8.140414 -0.969673 -0.010 0.002 -0.026
H -0.799580 -6.406368 0.124127 0.123 -0.012 0.024
H -2.030651 -6.661939 1.354695 0.078 0.067 0.097
H -0.447585 -8.880233 -0.027337 0.026 0.062 -0.026
H -2.157511 -8.488491 -0.288627 -0.022 0.022 0.021
H -1.605714 -9.129095 1.271634 -0.089 0.037 0.000
O -6.621421 -3.189907 -7.420434 -0.410 1.284 1.103
P -5.794684 -2.331199 -8.272708 1.611 -2.400 -2.351
O -6.462092 -2.026595 -9.682953 -0.218 0.522 0.295
C -7.737869 -1.373501 -9.747116 -0.306 0.092 -0.029
C -7.649343 0.105143 -9.425402 0.153 -0.001 0.100
O -4.542034 -3.220424 -8.773899 -0.003 0.321 0.149
C -4.254668 -4.497733 -8.207371 0.098 -0.303 0.003
C -4.755834 -5.609524 -9.103632 -0.035 0.048 -0.174
O -5.017709 -0.995805 -7.991055 -0.717 0.384 0.874
C -3.807001 -0.980038 -7.189235 0.146 0.174 0.236
C -2.612816 -0.750257 -8.076813 0.048 -0.071 -0.375
H -8.439666 -1.877761 -9.078028 0.063 -0.040 0.022
H -8.094262 -1.515913 -10.766129 0.104 -0.069 -0.026
H -7.378034 0.267212 -8.381269 -0.032 -0.003 0.002
H -8.609615 0.588868 -9.607138 -0.014 -0.031 -0.023
H -6.886481 0.584712 -10.038666 -0.040 0.003 -0.052
H -4.675221 -4.583728 -7.205566 -0.141 0.081 -0.046
H -3.167460 -4.553929 -8.111771 -0.004 0.069 -0.034
H -5.817778 -5.483369 -9.314707 -0.030 -0.016 0.125
H -4.601491 -6.583209 -8.636413 0.008 0.012 0.017
H -4.227708 -5.595065 -10.058095 0.016 -0.009 0.011
H -3.711073 -1.901066 -6.612653 -0.087 -0.070 -0.077
H -3.906029 -0.158423 -6.482375 -0.114 0.000 -0.016
H -2.455072 -1.575633 -8.770618 -0.091 -0.094 0.078
H -1.718160 -0.625145 -7.472340 -0.041 0.042 0.064
H -2.753964 0.149089 -8.677393 0.004 0.079 0.118
O 2.267824 4.215225 7.705737 -1.794 -0.273 -0.082
P 2.231380 4.943907 8.975348 3.882 0.495 0.864
O 2.546893 6.493137 8.822000 -0.789 0.077 -0.074
C 1.715499 7.320173 7.992978 -0.142 0.191 -0.225
C 0.373256 7.617494 8.630778 -0.005 -0.152 0.120
O 3.558327 4.532116 9.800618 -0.401 -0.131 0.151
C 4.390135 3.445680 9.388793 0.274 -0.160 -0.042
C 5.611904 3.952748 8.654479 0.039 0.182 0.025
O 1.211567 4.933075 10.174126 -0.978 -0.290 -0.645
C 1.123422 3.802975 11.072125 -0.174 -0.131 0.148
C 1.728005 4.171619 12.404716 0.148 0.144 0.012
H 1.588076 6.845786 7.016634 0.040 -0.060 0.033
H 2.272553 8.242940 7.840273 0.099 -0.049 0.069
H -0.235249 6.715330 8.711359 -0.010 0.012 -0.035
H -0.175592 8.345736 8.033247 0.031 0.010 -0.020
H 0.507580 8.011754 9.638040 0.014 0.064 -0.025
H 3.831954 2.737399 8.776717 -0.081 0.125 -0.080
H 4.689766 2.924422 10.301288 -0.039 0.059 0.034
H 5.321530 4.588131 7.817674 -0.059 -0.101 -0.060
H 6.208678 3.121708 8.276512 -0.017 -0.013 0.008
H 6.234025 4.552073 9.320565 0.006 -0.020 0.009
H 1.604131 2.923905 10.640954 0.066 0.062 -0.078
H 0.064073 3.576479 11.186657 -0.024 0.053 -0.118
H 2.796421 4.357967 12.311193 0.013 -0.046 -0.050
H 1.570367 3.366005 13.122582 -0.027 -0.004 -0.006
H 1.266806 5.082059 12.787947 -0.075 -0.050 0.025
```
Forces are in eV/Å.

For the orbital gap, the calculation gives 8.109 eV. Its SMILES is CCCCN(CCCC[PH2](P(C)C)S(=O)(=O)C(F)(F)C(F)(F)F)C(=S)SCCC.CCOP(=O)(OCC)OCC.CCOP(=O)(OCC)OCC.CCOP(=O)(OCC)OCC. The value obtained for the calculated total energy is -5850.6362 hartree.

Mulliken population analysis, charges in e, atoms 1 to 4:
1 C -1.322
2 C 0.085
3 C -0.812
4 C -0.478